Entry 1:
The following is a quantum chemistry calculation of a cluster of 3 separate species, C5H14O2 in total in a non-equilibrium geometry, from the Open Molecules 2025 dataset.

Calculated values
- Max |F|: 2.5 eV/Å
- Structure (SMILES): C=C(C)CC.O.O
- HOMO level: -0.3508 Eh
- 2S+1: 1
- E: -349.33773 hartree

CARTESIAN COORDINATES (ANGSTROEM)
C: 1.07 0.68 -0.85
O: -6.71 -1.49 -1.21
C: 1.84 1.27 0.07
H: 0.22 1.19 -1.28
H: 1.65 -1.31 0.82
C: 2.38 -0.83 1.50
H: -6.16 -0.79 -0.82
C: 2.90 0.45 0.82
C: 1.38 2.50 0.79
H: -1.25 -2.31 -1.63
H: 3.13 -1.61 1.60
H: 1.64 3.39 0.23
H: -0.58 -1.10 -0.79
H: 3.43 1.12 1.49
H: 1.80 2.63 1.79
H: -6.33 -1.70 -2.07
H: 1.91 -0.59 2.44
H: 0.30 2.56 0.88
O: -1.21 -1.82 -0.80
H: 1.36 -0.24 -1.33
H: 3.69 0.13 0.16

Entry 2:
The following is a quantum chemistry calculation of a cluster of 3 separate species, C5H14O2 in total in a non-equilibrium geometry, from the Open Molecules 2025 dataset.

Calculated values
- Max |F|: 2.3 eV/Å
- Structure (SMILES): C/C=C/CC.O.O
- HOMO level: -0.2876 Eh
- 2S+1: 1
- E: -349.26564 hartree

CARTESIAN COORDINATES (ANGSTROEM)
H: 0.03 -3.61 -2.08
C: -1.56 -0.01 0.86
C: 1.21 2.51 0.02
H: 0.88 0.35 0.29
O: 4.15 -1.67 -1.07
H: -3.20 0.18 2.19
H: -3.64 0.22 0.32
O: -0.77 -3.08 -1.87
H: -1.28 1.72 -0.48
H: -3.35 -1.22 1.25
C: 0.50 1.33 0.66
H: 4.50 -2.43 -0.60
H: 0.66 2.92 -0.82
H: -1.30 -3.25 -2.64
C: -3.01 -0.19 1.16
H: 2.23 2.34 -0.32
H: 0.73 1.40 1.74
C: -1.01 1.15 0.44
H: 3.93 -1.11 -0.32
H: 1.24 3.31 0.79
H: -0.95 -0.84 0.47

Entry 3:
The following is a quantum chemistry calculation of a cluster of 3 separate species, C5H14O2 in total in a non-equilibrium geometry, from the Open Molecules 2025 dataset.

Calculated values
- Max |F|: 1.6 eV/Å
- Structure (SMILES): C=CCCC.O.O
- HOMO level: -0.3485 Eh
- 2S+1: 1
- E: -349.34159 hartree

CARTESIAN COORDINATES (ANGSTROEM)
H: -1.36 1.49 -2.49
H: 0.19 0.91 -2.05
C: -1.73 -0.67 2.28
H: 0.73 -0.13 0.15
O: 2.39 1.19 1.22
H: 2.07 -0.41 -2.20
H: -2.31 0.36 -0.35
C: -0.58 -0.80 1.61
H: -0.40 -1.41 -0.37
H: 3.06 -1.32 -1.66
H: 2.80 1.24 2.08
H: -2.58 -0.20 1.81
O: 2.14 -1.35 -1.96
H: -1.15 1.52 -0.04
H: 1.47 1.44 1.36
H: 0.26 -1.25 2.12
C: -1.23 0.53 -0.51
C: -0.31 -0.46 0.17
H: -0.88 -0.28 -2.51
C: -0.87 0.68 -1.97
H: -1.70 -1.10 3.29

Entry 4:
The following is a quantum chemistry calculation of an isolated molecule of C5H14O2SSi in a non-equilibrium geometry, from the Open Molecules 2025 dataset.

Calculated values
- Max |F|: 3.4 eV/Å
- HOMO level: -0.3292 Eh
- 2S+1: 1
- E: -1037.04534 hartree

CARTESIAN COORDINATES (ANGSTROEM)
S: 1.75 0.05 -0.12
H: -3.49 0.84 0.45
H: 1.72 1.17 -2.20
H: 0.66 -0.23 -2.38
C: -1.25 -1.65 1.61
H: -2.12 -1.83 2.21
H: -2.81 -0.09 -0.59
O: 1.79 -1.38 0.09
Si: -1.08 0.28 1.12
H: 0.27 1.86 2.63
H: -1.37 2.37 2.14
H: -0.38 -1.83 2.13
C: -0.71 1.54 2.55
C: 2.83 -0.63 -2.68
H: 2.83 -1.66 -2.29
H: 3.84 -0.09 -2.61
O: 0.15 0.50 0.06
H: -2.23 1.47 -0.77
C: -2.50 0.78 0.02
H: -0.82 1.34 3.62
H: 2.62 -0.42 -3.84
H: -1.38 -2.50 0.93
C: 1.69 0.14 -2.08

- max |F| of number 2 (C5H14O2)?
  2.3 eV/Å

- Among the records above, which one has the lowest E?
  C5H14O2SSi

- Look up the max |F| of the third one.
  1.6 eV/Å